# 1
ORCA calculation (ωB97M-V/def2-TZVPD) on 2 unconnected molecules or ions with the total composition C9H13N2 at a distorted geometry.

Each line ends with the Mulliken charge.
Positions of all 24 atoms, in Å:
C1 2.2829 0.7242 0.9722  -0.32
C2 2.6053 0.5037 -0.3261  -1.01
C3 0.9505 0.1370 1.3314  -0.73
C4 1.4600 -0.2093 -0.8930  1.18
C5 1.2629 -0.6439 -2.1889  -1.20
C6 -1.3829 -2.0771 -0.6428  -0.78
C7 -1.5439 -1.7542 0.9133  -0.59
C8 -1.4839 2.7047 0.2885  -0.31
C9 -0.5181 -1.1796 0.0429  0.54
N1 0.5379 -0.4684 0.1252  0.42
N2 -2.1059 1.6415 0.0642  -0.32
H1 2.8518 1.3316 1.6955  0.42
H2 3.4373 0.6841 -0.8376  0.61
H3 1.0597 -0.5814 2.2591  0.37
H4 1.8904 -0.5422 -2.9928  0.38
H5 0.3170 -1.2673 -2.5266  0.13
H6 -1.0166 -3.0040 -1.0081  0.34
H7 -2.2041 -1.5193 -1.3242  0.26
H8 -2.3572 -1.1525 1.1068  0.31
H9 -1.1177 -2.4961 1.5012  0.32
H10 -0.4127 2.5541 0.5640  0.10
H11 -1.7277 3.7033 0.1524  0.32
H12 -3.0610 1.9500 -0.1309  0.25
H13 0.2761 0.9612 1.8543  0.30

Cartesian forces (eV/Å) of the 2 atoms listed first:
C 0.98 0.70 -0.57
C -4.59 -1.07 3.66

Calculated values
Total charge ... +1
Energy relative to the best compared isomer or geometry (same formula, charge and spin) ... 472.2 kJ/mol
HOMO (spin up / spin down) ... -12.54 / -12.54 eV
E_tot ... -12512.725 eV

***

# 2
ORCA calculation (ωB97M-V/def2-TZVPD) on a molecular structure, C27H28CoN9O5.

Each line ends with the Mulliken charge.
Positions of all 70 atoms, in Å:
Co1 -0.2956 -0.3856 -1.1737  -0.39
N1 3.5755 -0.3555 -0.9646  -0.26
C1 3.5463 1.0350 -1.4195  0.05
C2 4.5981 1.9379 -0.7346  -1.30
C3 4.1849 2.7061 0.5211  -0.34
C4 3.5676 1.8548 1.6390  -1.57
N2 2.1301 1.6025 1.5178  0.23
C5 1.2041 2.5364 1.6645  0.85
N3 1.5444 3.7813 2.0292  -0.42
N4 -0.0725 2.2046 1.5268  -0.02
C6 2.1216 1.6292 -1.4317  -0.12
O1 1.9958 2.8575 -1.4064  -0.74
O2 1.1396 0.8312 -1.5899  -0.92
H1 3.7627 -0.4187 0.0286  0.10
H2 4.3160 -0.8647 -1.4281  0.32
H3 3.7970 1.0141 -2.4850  0.58
H4 4.9827 2.6671 -1.4488  0.42
H5 5.4420 1.2886 -0.4827  0.37
H6 3.4930 3.4923 0.2251  0.45
H7 5.0785 3.1887 0.9265  0.40
H8 3.7475 2.3046 2.6190  0.45
H9 4.0397 0.8738 1.6830  0.64
H10 1.7955 0.7117 1.1660  -0.08
H11 2.5048 4.0715 2.0059  0.18
H12 0.8488 4.5042 2.0459  0.22
H13 -0.3056 1.2242 1.2382  -0.27
H14 -0.7778 2.9195 1.5109  0.26
O3 -0.2798 -0.3469 0.8809  0.32
C7 0.1072 -1.2921 1.7105  -0.20
C8 -0.1490 -1.1416 3.0904  -0.78
C9 0.2697 -2.0666 4.0168  -0.59
C10 0.9711 -3.2051 3.6156  -0.90
C11 1.2266 -3.3805 2.2761  -1.15
C12 0.8098 -2.4550 1.3075  0.88
C13 1.1190 -2.7047 -0.0994  0.82
N5 0.8130 -1.9506 -1.1410  1.17
C14 1.3146 -2.5561 -2.2711  -0.90
C15 1.9355 -3.7046 -1.9147  -0.73
N6 1.8066 -3.7856 -0.5459  -0.08
H15 -0.7003 -0.2623 3.4005  0.48
H16 0.0492 -1.9103 5.0651  0.43
H17 1.3041 -3.9357 4.3386  0.43
H18 1.7708 -4.2687 1.9774  0.30
H19 1.2232 -2.1034 -3.2429  0.45
H20 2.4586 -4.4472 -2.4891  0.48
H21 2.1650 -4.5247 0.0310  0.15
O4 -7.0758 -1.7364 -0.3711  -0.59
N7 -6.8650 -0.6106 -0.7720  0.99
O5 -7.7170 0.2007 -1.0480  -0.58
C16 -5.4500 -0.2040 -0.9654  -0.21
C17 -5.2281 1.1236 -1.0217  -0.82
C18 -3.8993 1.6381 -1.1489  1.17
C19 -3.5895 3.0093 -1.2140  -0.65
C20 -2.2780 3.3906 -1.3348  -1.07
C21 -1.2692 2.4131 -1.3690  -0.16
N8 -1.5541 1.1239 -1.3066  0.29
C22 -2.8449 0.7362 -1.2084  -0.32
C23 -3.0907 -0.6784 -1.1872  0.54
N9 -1.9876 -1.4579 -1.3151  0.25
C24 -2.1401 -2.7649 -1.3389  0.14
C25 -3.3998 -3.3657 -1.2527  -1.09
C26 -4.5212 -2.5915 -1.1127  -0.56
C27 -4.3886 -1.1854 -1.0678  0.55
H22 -6.0705 1.7989 -0.9613  0.57
H23 -4.3861 3.7421 -1.1793  0.49
H24 -2.0014 4.4329 -1.4065  0.53
H25 -0.2134 2.6644 -1.4401  0.50
H26 -1.2408 -3.3582 -1.4406  0.35
H27 -3.4763 -4.4426 -1.2905  0.45
H28 -5.4922 -3.0487 -1.0362  0.57

Cartesian forces (eV/Å) of the 2 atoms listed first:
Co 0.10 0.00 -0.23
N -0.15 -0.06 0.04

Calculated values
Total charge ... +1
Energy relative to the best compared isomer or geometry (same formula, charge and spin) ... 0.0 kJ/mol
⟨S²⟩ ... 0.76
HOMO (spin up / spin down) ... -10.15 / -10.12 eV
Spin multiplicity ... 2
E_tot ... -89725.297 eV

***

# 3
ORCA calculation (ωB97M-V/def2-TZVPD) on C24H38N2O3 in the gas phase.

Each line ends with the Mulliken charge.
Positions of all 67 atoms, in Å:
C1 -3.7716 -2.8331 -0.8837  -0.82
C2 -4.9346 -2.6581 0.0855  -0.63
C3 -5.0795 -1.2260 0.6020  -0.12
C4 -5.5249 -0.2153 -0.4584  -0.69
O1 -4.5337 0.0926 -1.4228  -0.55
C5 -3.3333 0.6168 -1.0563  0.43
C6 -2.2940 0.3619 -1.9490  -0.40
C7 -1.0049 0.7960 -1.7214  -0.24
C8 -0.7200 1.5055 -0.5620  -0.70
C9 0.6468 1.9239 -0.1437  0.20
O2 0.8377 2.7929 0.6910  -0.73
N1 1.6608 1.2560 -0.7457  0.11
C10 3.0018 1.2955 -0.2123  -1.94
C11 3.5509 -0.1420 0.0066  1.48
N2 2.3827 -0.9710 0.3583  0.85
C12 1.7826 -0.6570 1.6473  -1.45
C13 0.3375 -1.1519 1.6881  0.20
C14 0.3020 -2.6608 1.4862  -1.11
C15 1.0373 -2.9917 0.1948  -0.83
C16 2.4539 -2.4122 0.2157  -0.78
C17 4.6380 -0.1445 1.1001  -1.28
C18 5.8763 0.6528 0.7003  -0.73
C19 6.4772 0.1118 -0.5914  -0.73
C20 5.4408 0.1505 -1.7082  -0.72
C21 4.1929 -0.6346 -1.3049  -1.50
C22 -1.7612 1.8201 0.3073  -0.27
C23 -3.0640 1.4085 0.0797  0.64
O3 -4.1067 1.7350 0.9076  -0.39
C24 -3.8375 2.5081 2.0521  -1.01
H1 -3.6686 -3.8792 -1.1646  0.43
H2 -3.9335 -2.2483 -1.7841  0.25
H3 -2.8398 -2.5063 -0.4252  -0.01
H4 -5.8640 -2.9594 -0.4034  0.34
H5 -4.7850 -3.3176 0.9445  0.36
H6 -5.8271 -1.2102 1.3978  0.39
H7 -4.1302 -0.8993 1.0304  0.03
H8 -5.8760 0.6979 0.0310  0.26
H9 -6.3424 -0.6335 -1.0534  0.46
H10 -2.5344 -0.2044 -2.8353  0.49
H11 -0.2416 0.5852 -2.4545  0.54
H12 1.4373 0.4028 -1.2342  0.21
H13 2.9662 1.8615 0.7229  0.58
H14 3.6441 1.8466 -0.9022  0.43
H15 1.7903 0.4189 1.8110  0.61
H16 2.3379 -1.1344 2.4741  0.56
H17 -0.2324 -0.6629 0.8960  -0.45
H18 -0.1075 -0.8796 2.6469  0.37
H19 -0.7279 -3.0203 1.4421  0.42
H20 0.7964 -3.1552 2.3262  0.43
H21 1.0935 -4.0722 0.0498  0.47
H22 0.4948 -2.5596 -0.6486  0.24
H23 2.9321 -2.6782 -0.7248  0.49
H24 3.0229 -2.8814 1.0395  0.25
H25 4.9282 -1.1816 1.2909  0.41
H26 4.2316 0.2662 2.0255  0.45
H27 5.6110 1.7030 0.5699  0.35
H28 6.6141 0.5951 1.5038  0.41
H29 7.3527 0.7001 -0.8728  0.38
H30 6.8033 -0.9194 -0.4345  0.32
H31 5.1983 1.1872 -1.9447  0.36
H32 5.8549 -0.2981 -2.6143  0.39
H33 3.4532 -0.5994 -2.1075  0.20
H34 4.5132 -1.6692 -1.1802  0.68
H35 -1.5040 2.4052 1.1756  0.63
H36 -3.1513 1.9951 2.7331  0.38
H37 -4.8003 2.6420 2.5435  0.26
H38 -3.4252 3.4865 1.7887  0.37

Cartesian forces (eV/Å) of the 2 atoms listed first:
C -0.19 -0.12 0.05
C 0.16 0.17 0.07

Calculated values
Energy relative to the best compared isomer or geometry (same formula, charge and spin) ... 9.8 kJ/mol
HOMO ... -8.20 eV
E_tot ... -34627.954 eV

***

# 4
ORCA calculation (ωB97M-V/def2-TZVPD) on C4H7NS in the gas phase at a distorted geometry.

Each line ends with the Mulliken charge.
Positions of all 13 atoms, in Å:
C1 0.8904 -1.1260 -0.1811  -1.42
C2 -0.1699 0.0197 -0.6132  0.28
S1 0.5247 0.7773 -1.9320  -0.25
C3 -0.5787 0.9379 0.5297  -0.54
C4 -0.8498 0.0316 1.6529  0.17
N1 -0.8775 -0.9248 2.4199  -0.47
H1 1.8609 -0.8522 0.3552  0.37
H2 0.5550 -1.8781 0.4157  0.49
H3 1.3765 -1.8741 -0.9290  0.36
H4 -1.2469 -0.5342 -0.7635  0.23
H5 -0.3853 2.1038 -1.8486  0.13
H6 -1.4731 1.5652 0.3083  0.33
H7 0.3735 1.7539 0.5859  0.33

Cartesian forces (eV/Å) of the 2 atoms listed first:
C 2.93 0.46 -1.71
C -2.66 -4.63 2.25

Calculated values
Energy relative to the best compared isomer or geometry (same formula, charge and spin) ... 314.0 kJ/mol
HOMO ... -9.49 eV
E_tot ... -16583.677 eV

***

# 5
ORCA calculation (ωB97M-V/def2-TZVPD) on 2 unconnected molecules or ions with the total composition C5H14 at a distorted geometry.

Each line ends with the Mulliken charge.
Positions of all 19 atoms, in Å:
C1 -0.9659 1.2416 -1.0053  -0.92
C2 0.3439 0.7524 -1.6777  -0.21
C3 0.1759 -0.3765 -2.7019  -1.14
H1 -0.6706 1.2538 0.0683  0.08
H2 -1.7849 0.5284 -0.9958  0.35
H3 -1.1783 2.3049 -1.0953  0.35
H4 0.7554 1.6454 -2.1595  0.31
H5 1.0513 0.4228 -0.9194  0.23
H6 -0.6434 -0.1288 -3.3748  0.34
H7 1.0868 -0.4375 -3.2766  0.32
H8 0.1536 -1.3029 -2.0862  0.28
C4 0.7946 -0.3019 2.4766  -0.93
C5 -0.4468 -1.1630 2.2616  -0.57
H9 1.7387 -0.8667 2.5139  0.29
H10 1.0077 0.5610 1.8473  0.29
H11 0.8996 0.0160 3.5245  0.32
H12 -0.9911 -0.6322 1.4655  0.03
H13 -0.3275 -2.1883 1.9388  0.28
H14 -0.9988 -1.3286 3.1960  0.29

Cartesian forces (eV/Å) of the 2 atoms listed first:
C 1.65 -0.44 2.48
C -0.63 0.81 -0.67

Calculated values
Energy relative to the best compared isomer or geometry (same formula, charge and spin) ... 99.8 kJ/mol
HOMO ... -11.00 eV
E_tot ... -5411.016 eV

***

# 6
ORCA calculation (ωB97M-V/def2-TZVPD) on 2 unconnected molecules or ions with the total composition C2H10NO at a distorted geometry.

Each line ends with the Mulliken charge.
Positions of all 14 atoms, in Å:
O1 -0.6218 -0.0072 -2.4076  -0.67
H1 -0.8743 0.9046 -2.2619  0.33
H2 0.2095 -0.2023 -1.0057  0.33
H3 -0.8124 -0.1784 -3.3461  0.32
C1 -0.7865 0.2698 1.5042  -1.05
C2 0.4627 -0.4963 1.0991  -0.38
N1 0.9793 -0.0766 -0.2796  -0.31
H4 -0.9187 0.1777 2.5732  0.34
H5 -1.6040 -0.0913 0.8922  0.34
H6 -0.6583 1.3465 1.3167  0.33
H7 0.2525 -1.5676 1.0494  0.32
H8 1.3702 -0.3083 1.6817  0.39
H9 1.7365 -0.6668 -0.6081  0.35
H10 1.2655 0.8962 -0.2073  0.35

Cartesian forces (eV/Å) of the 2 atoms listed first:
O -0.18 -0.06 -0.47
H -0.32 0.40 -0.21

Calculated values
Total charge ... +1
Energy relative to the best compared isomer or geometry (same formula, charge and spin) ... 23.5 kJ/mol
HOMO ... -16.88 eV
E_tot ... -5767.439 eV